# 1
This record from the Open Molecules 2025 dataset describes the molecule C4H5N3S in a non-equilibrium geometry. The level of theory is the ωB97M-V functional and the def2-TZVPD basis.

The geometry in XYZ format:
```
13
C4H5N3S the ωB97M-V functional and the def2-TZVPD basis
H 3.0468 0.4981 0.1383
N 2.6264 -0.4694 -0.0616
C 1.4675 -0.0261 -0.1171
N 1.2106 1.3244 0.0381
C 0.0932 1.9936 0.0613
S -1.4212 1.2787 -0.1520
C -0.9710 -0.4314 0.0192
C -1.9895 -1.2960 0.0390
N 0.2940 -0.8390 -0.1412
H 0.0313 3.1378 0.1605
H -2.9356 -1.0036 0.0140
H -1.8968 -2.3648 0.4245
H 0.4444 -1.8026 -0.4230
```

SMILES string   [H]/N=C1\N=CSC(=C)N1
Orbital gap   8.6393 eV
Strongest force on any atom   4.6 eV/Å
Molar mass   127.17 u
Energy relative to the best compared isomer or geometry (same formula, charge and spin)   54.4 kcal per mole

Atomic partial charges in e from the Mulliken method, atoms 1 to 2: H 0.35; N -0.67

# 2
This record from the Open Molecules 2025 dataset describes a cluster of 5 separate species, C3H17NO4 in total in a non-equilibrium geometry. The level of theory is the ωB97M-V functional and the def2-TZVPD basis.

The geometry in XYZ format:
```
25
C3H17NO4 the ωB97M-V functional and the def2-TZVPD basis
C 2.4522 0.2798 -1.2812
N 1.4620 0.2634 -0.2039
C 1.0597 -1.0864 0.1998
C 1.7130 1.1260 0.9391
H 3.3834 0.7188 -0.9339
H 2.0797 0.9025 -2.0758
H 2.5178 -0.7217 -1.7370
H 1.6013 -1.8991 -0.2286
H 1.3320 -1.3173 1.2642
H -0.0198 -1.2574 -0.1278
H 2.7034 1.6320 0.9092
H 1.4576 0.7177 1.9143
H 1.1669 2.0532 0.6570
O -1.2198 -2.4887 2.1700
H -0.3793 -2.9554 2.0885
H -1.8367 -3.0654 2.6285
O -2.7497 -0.1322 1.2099
H -2.7100 -0.6143 0.3806
H -2.3519 -0.6758 1.8967
O -0.3632 2.2657 -2.0483
H 0.3872 1.8924 -1.5639
H -0.6471 2.9658 -1.4454
O -3.9450 0.2140 -1.7209
H -2.9966 0.3223 -1.8723
H -4.0971 0.8600 -1.0188
```

SMILES string   CN(C)C.O.O.O.O
Orbital gap   8.8257 eV
Strongest force on any atom   3.1 eV/Å
Molar mass   131.17 u
Energy relative to the best compared isomer or geometry (same formula, charge and spin)   39.5 kcal per mole

Atomic partial charges in e from the Mulliken method, atoms 1 to 2: C -0.89; N 0.20

# 3
This record from the Open Molecules 2025 dataset describes a structure of composition C5H8N4 in a non-equilibrium geometry. The level of theory is the ωB97M-V functional and the def2-TZVPD basis.

The geometry in XYZ format:
```
17
C5H8N4 the ωB97M-V functional and the def2-TZVPD basis
C -2.3489 0.5380 -0.0286
C 0.6791 1.3215 -0.5961
C 0.8386 -0.3256 1.1314
C 1.0830 -0.7231 2.5166
C 0.6950 -1.4722 0.1459
H -2.3854 1.8356 0.5371
H -1.9709 -0.4089 1.1474
H -3.3780 -0.1214 -0.4866
H -1.5444 -0.6436 -1.2794
H 0.1909 1.4995 -2.5950
H 1.4217 2.0352 -1.1910
H 1.5197 0.0310 3.1331
H 0.7348 -1.7208 2.8192
N -1.6884 0.5054 -1.4047
N -0.3138 1.1675 -1.4976
N 1.0985 0.8262 0.5616
N 0.8653 -2.2902 -0.6735
```

Orbital gap   8.2357 eV
Strongest force on any atom   6.2 eV/Å
Molar mass   124.15 u
Energy relative to the best compared isomer or geometry (same formula, charge and spin)   202.0 kcal per mole

Atomic partial charges in e from the Mulliken method, atoms 1 to 2: C -0.64; C 0.13

# 4
This record from the Open Molecules 2025 dataset describes the molecule C5H9I in a non-equilibrium geometry. The level of theory is the ωB97M-V functional and the def2-TZVPD basis.

The geometry in XYZ format:
```
15
C5H9I the ωB97M-V functional and the def2-TZVPD basis
C 1.8216 1.3095 -1.0065
C 0.5532 1.1959 -0.2018
C 0.0666 -0.1628 0.0586
C -1.2184 -0.5982 0.4743
C -1.5161 -2.0124 0.8085
I -2.6432 0.9106 1.0503
H 2.5943 0.7978 -0.5039
H 1.4874 0.7936 -1.8318
H 2.0686 2.3839 -1.1965
H 0.9210 1.7031 0.7726
H -0.2106 1.7359 -0.6182
H 0.8153 -0.8893 -0.2478
H -1.2061 -2.2028 1.8535
H -2.5522 -2.2156 0.4982
H -0.9816 -2.7494 0.0904
```

SMILES string   CC/C=C(/C)I
Orbital gap   9.2152 eV
Strongest force on any atom   5.0 eV/Å
Molar mass   196.03 u
Energy relative to the best compared isomer or geometry (same formula, charge and spin)   28.9 kcal per mole

Atomic partial charges in e from the Mulliken method, atoms 1 to 2: C -1.46; C -0.29

# 5
This record from the Open Molecules 2025 dataset describes a cluster of 2 separate species, C3H2N4O in total in a non-equilibrium geometry. The level of theory is the ωB97M-V functional and the def2-TZVPD basis.

The geometry in XYZ format:
```
10
C3H2N4O the ωB97M-V functional and the def2-TZVPD basis
C -0.1082 0.7987 0.0015
C -0.9189 -0.2298 -0.1932
C -2.2848 -0.6002 -0.2406
H 2.9161 0.1573 1.0238
H -0.4502 1.9134 -0.0666
N 1.1032 0.2991 -0.0917
N -0.1119 -1.3718 -0.3447
N 1.1103 -0.9272 -0.2866
N -3.4600 -1.0086 -0.0822
O 2.2044 0.9691 0.2802
```

Orbital gap   9.3835 eV
Strongest force on any atom   10.0 eV/Å
Molar mass   110.08 u
Energy relative to the best compared isomer or geometry (same formula, charge and spin)   94.7 kcal per mole

Atomic partial charges in e from the Mulliken method, atoms 1 to 2: C 0.09; C 0.20

# 6
This record from the Open Molecules 2025 dataset describes a structure of composition C40H46CaGeN2OS3Te2 in a non-equilibrium geometry. The level of theory is the ωB97M-V functional and the def2-TZVPD basis.

The geometry in XYZ format:
```
96
C40H46CaGeN2OS3Te2 the ωB97M-V functional and the def2-TZVPD basis
Ca -0.2982 -0.5684 0.2932
C -4.4125 -3.0933 0.9529
C -3.3834 -2.0417 1.3297
N -2.6725 -1.4320 0.2960
N -3.1196 -1.6523 -0.9454
C -2.7459 -0.8918 -1.9829
S -1.2696 -0.1175 -2.3631
S -3.8800 -0.7993 -3.3462
C -5.5063 -0.4686 -2.6331
C -5.7228 0.9137 -2.1127
C -6.3279 1.0736 -0.8224
C -6.4894 2.3391 -0.3118
C -6.2995 3.4581 -1.1420
C -5.5412 3.3024 -2.2634
C -5.2809 2.0531 -2.7993
C -3.1189 -1.6539 2.7084
C -4.1012 -2.0128 3.6439
C -4.0203 -1.6688 4.9732
C -2.8061 -1.1281 5.4772
C -1.7932 -0.7591 4.5975
C -1.9261 -0.9817 3.1691
O -0.9378 -0.7168 2.3251
H -4.0643 -3.3846 -0.0120
H -5.4067 -2.5941 0.8539
H -4.4723 -3.8508 1.7342
H -5.7830 -1.2047 -1.8279
H -6.1458 -0.6159 -3.4914
H -6.5714 0.2101 -0.1872
H -6.8182 2.5125 0.7033
H -6.6539 4.4612 -0.9133
H -5.2073 4.1772 -2.8509
H -4.6342 1.9746 -3.6611
H -4.8742 -2.7034 3.3251
H -4.8803 -1.8047 5.6610
H -2.7577 -0.8161 6.5287
H -0.8473 -0.4102 4.9410
Te 1.6421 -3.4035 0.3345
C 1.7546 -5.4295 1.1869
C 1.0704 -6.4327 0.4865
C 1.0604 -7.7306 0.9661
C 1.6765 -8.0073 2.1990
C 2.2961 -6.9955 2.9113
C 2.3738 -5.6514 2.4145
C 2.6581 -4.0541 -1.4716
C 3.9001 -4.6560 -1.3069
C 4.5587 -5.0668 -2.4690
C 3.9101 -5.2006 -3.6830
C 2.6749 -4.5920 -3.8399
C 2.0827 -3.9324 -2.7235
H 0.6340 -6.2196 -0.5251
H 0.4786 -8.4617 0.4421
H 1.7175 -9.0338 2.5701
H 2.7702 -7.2177 3.8521
H 2.9761 -4.8901 2.9015
H 4.3891 -4.8420 -0.3252
H 5.5403 -5.4390 -2.3918
H 4.3945 -5.5891 -4.5649
H 2.0448 -4.6130 -4.7755
H 1.2161 -3.2827 -2.8231
C 3.8652 6.9520 2.0360
C 4.5826 5.6522 1.5661
C 3.8016 4.9340 0.4868
C 2.3559 4.5396 0.8584
Ge 1.7318 2.8943 0.0059
C -0.2504 3.1253 -0.2011
C -0.3962 4.3096 -1.1970
C -0.3340 3.8342 -2.6590
C -0.6905 4.9508 -3.6900
H 4.5694 7.5798 2.6047
H 3.0260 6.6534 2.6645
H 3.4635 7.5432 1.1608
H 4.8317 4.9896 2.4148
H 5.5903 5.9005 1.1102
H 4.3275 4.0559 0.0751
H 3.7420 5.5711 -0.4420
H 1.5921 5.2619 0.5627
H 2.2614 4.4918 1.9949
H 2.2501 2.6180 -1.4185
H -0.8345 3.2680 0.7546
H -0.6733 2.2656 -0.6924
H 0.3438 5.1054 -1.0161
H -1.3800 4.7458 -1.1038
H -1.0769 3.0140 -2.8609
H 0.6887 3.4450 -2.9394
H -1.7562 5.2240 -3.5577
H -0.4691 4.7081 -4.6867
H -0.0886 5.8470 -3.4258
Te 2.2812 0.9052 1.7667
C 4.3483 0.9265 1.0769
C 4.6192 0.7941 -0.2614
C 6.0116 0.7839 -0.5921
C 6.7686 1.0916 0.5205
S 5.8978 1.1677 2.0106
H 3.7603 0.6308 -0.9895
H 6.3649 0.5045 -1.5920
H 7.8246 1.3515 0.4427
```

Orbital gap   6.4618 eV
Strongest force on any atom   4.2 eV/Å
Molar mass   1034.91 u
Energy relative to the best compared isomer or geometry (same formula, charge and spin)   17.7 kcal per mole

Atomic partial charges in e from the Mulliken method, atoms 1 to 2: Ca 0.88; C -1.53

- Which of these has the lowest strongest force on any atom?
  C3H17NO4

- Among the records above, which one has the lowest orbital gap?
  C40H46CaGeN2OS3Te2

- Look up the energy relative to the best compared isomer or geometry (same formula, charge and spin) of the second one.
  39.5 kcal per mole

- Which formula does entry 2 have?
  C3H17NO4